# 1
ORCA calculation (ωB97M-V/def2-TZVPD) on 7 unconnected molecules or ions with the total composition C37H54BrF7NO27PS2.

```
! RIJCOSX wB97M-V def2-TZVPD def2/J DEFGRID3
* xyz 0 1
C 3.76116 -1.18473 -0.86253
C 2.28877 -0.82894 -0.63812
C 1.86169 -0.96396 0.83191
Br 1.71780 -2.88441 1.13187
C 0.48831 -0.28965 1.07765
O -0.38368 -0.94332 0.19593
C 0.49575 1.25440 0.83910
C 1.71340 1.98553 1.45913
C 2.94636 2.33166 0.59251
C 2.63368 2.89452 -0.80676
C 3.76915 3.35147 1.38691
C -0.89258 1.90923 1.19921
C -2.00988 1.36062 0.26061
O -2.72636 0.25723 0.78854
C -3.95232 0.07400 0.14645
O -3.80538 -0.15704 -1.22586
C -4.29008 0.82035 -2.13923
C -5.06854 0.17279 -3.25864
O -6.43027 -0.09316 -2.95694
C -0.85372 3.40788 0.84210
O -0.68687 3.48466 -0.58152
N -0.98488 4.85985 -1.00285
O -0.01297 5.43238 -1.23355
C -1.29448 1.74348 2.69548
C -2.74961 2.20792 2.98527
C -3.67041 1.18514 3.63681
C -5.12204 1.63100 3.64995
F -3.21523 1.03623 4.95787
P -0.29608 2.65710 4.01723
S -0.45157 4.59867 4.06000
O -1.25139 0.34309 3.04787
S -0.04469 -0.65090 2.79477
O 1.02959 -0.25970 3.65649
O -0.68638 -1.91827 2.84720
H 4.39298 -0.86302 -0.03002
H 3.89050 -2.26225 -0.96854
H 4.14454 -0.70353 -1.76498
H 2.06823 0.16966 -1.00824
H 1.66897 -1.51888 -1.21287
H 2.63630 -0.62326 1.51287
H -1.13889 -1.33757 0.65713
H 0.53235 1.34109 -0.24938
H 1.38997 2.93162 1.89595
H 2.07454 1.39748 2.30393
H 3.56728 1.44223 0.49359
H 1.56814 3.07178 -0.95855
H 2.96899 2.22761 -1.60497
H 3.15541 3.84174 -0.96143
H 4.02429 2.98915 2.38601
H 4.67912 3.62493 0.85139
H 3.18684 4.27018 1.51648
H -2.72131 2.17300 0.05638
H -1.55655 1.08037 -0.69192
H -4.59062 0.96222 0.29277
H -4.40451 -0.80295 0.61401
H -4.92701 1.53375 -1.59664
H -3.44015 1.38472 -2.54206
H -4.57945 -0.77585 -3.50386
H -5.03498 0.81351 -4.14385
H -6.60736 0.11868 -2.03107
H -0.05103 3.95368 1.33106
H -1.79959 3.88711 1.11933
H -3.20371 2.57476 2.06409
H -2.74439 3.06155 3.67229
H -3.55577 0.21224 3.16379
H -5.44870 1.74381 4.68267
H -5.25638 2.60582 3.17312
H -5.76744 0.91206 3.14477
H -0.84507 1.97348 5.10754
H 1.00109 2.16973 3.96029
O 5.85120 -4.67312 -1.79255
C 4.88902 -5.25440 -1.39852
O 4.01554 -4.79180 -0.49871
C 2.89186 -5.69034 -0.43142
C 3.49859 -6.97347 -0.96474
F 2.63249 -7.71061 -1.69459
O 4.52986 -6.49533 -1.81880
H 2.10631 -5.32547 -1.09261
H 2.52185 -5.75622 0.58565
H 3.94943 -7.61888 -0.20877
O 1.28201 -4.41673 -2.37765
C 0.30607 -3.83666 -2.71606
O -0.25996 -2.80094 -2.06853
C -1.29066 -2.24836 -2.88200
C -1.63341 -3.41959 -3.78397
F -1.98034 -3.03830 -5.03577
O -0.41739 -4.13739 -3.83436
H -0.88696 -1.42401 -3.47454
H -2.10955 -1.89983 -2.26086
H -2.41654 -4.07498 -3.39633
O 5.44468 -3.65210 -7.84771
C 5.95186 -4.15143 -6.90112
O 5.29346 -4.70943 -5.86416
C 6.24034 -5.35375 -5.00248
C 7.52399 -4.63040 -5.35802
F 8.61234 -5.43600 -5.31451
O 7.29685 -4.23241 -6.69627
H 6.31936 -6.40687 -5.27740
H 5.94936 -5.23797 -3.96492
H 7.72710 -3.74484 -4.75352
O -5.95518 5.88617 4.69224
C -6.69790 5.33556 5.42770
O -7.54878 5.93844 6.28903
C -8.39479 4.94773 6.87394
C -7.57533 3.68256 6.68958
F -8.34107 2.59172 6.45303
O -6.82076 3.97986 5.53467
H -9.32213 4.87364 6.30342
H -8.60353 5.20155 7.90817
H -6.89432 3.45541 7.51183
O 0.10639 -6.43038 -0.07687
C -0.58231 -6.77498 -0.97595
O -1.47173 -5.98716 -1.62586
C -1.94511 -6.68942 -2.77672
C -1.69771 -8.13591 -2.38504
F -1.35368 -8.91099 -3.43670
O -0.59902 -8.02574 -1.50381
H -1.33406 -6.42373 -3.64155
H -2.98903 -6.44958 -2.95522
H -2.52616 -8.61511 -1.85963
O 5.33178 6.64098 2.39400
C 5.01443 7.13199 1.36793
O 5.17593 8.43377 1.03278
C 4.81764 8.60667 -0.33841
C 3.91596 7.40972 -0.58322
F 4.03281 6.91397 -1.83777
O 4.41444 6.46559 0.33811
H 5.70867 8.53116 -0.96395
H 4.33543 9.56898 -0.47731
H 2.85745 7.58343 -0.37917
*
```

Summary:
structure (SMILES): CC[C@H](Br)[C@]1(O)[C@H](CC(C)C)[C@](COCOCCO)(CON=O)[C@](C[C@H](C)F)([PH2]=S)OS1(=O)=O.O=C1OC[C@@H](F)O1.O=C1OC[C@@H](F)O1.O=C1OC[C@@H](F)O1.O=C1OC[C@@H](F)O1.O=C1OC[C@@H](F)O1.O=C1OC[C@@H](F)O1
frontier orbital gap: 8.27 eV

---

# 2
ORCA calculation (ωB97M-V/def2-TZVPD) on 10 unconnected molecules or ions with the total composition C37H54F3O21S.

```
! RIJCOSX wB97M-V def2-TZVPD def2/J DEFGRID3
* xyz -1 1
C 26.22059 -31.46049 12.01231
F 26.29173 -31.53885 10.68217
F 25.02361 -31.81721 12.44301
F 27.19422 -32.26357 12.49447
S 26.68827 -29.74011 12.64234
O 28.07831 -29.59187 12.23352
O 25.77844 -28.90790 11.86792
O 26.39830 -29.77110 14.07157
O 21.35945 -29.68926 7.13892
C 21.87483 -29.70385 8.22758
O 23.00766 -29.02324 8.49106
C 23.54066 -29.37479 9.78773
C 22.37543 -30.04429 10.51143
C 21.49231 -30.58284 9.40009
H 23.88043 -28.46508 10.27106
H 24.38226 -30.06638 9.73045
H 21.80894 -29.28420 11.05518
H 22.66363 -30.79287 11.25078
H 20.43186 -30.50902 9.62763
H 21.68375 -31.58550 9.00947
O 23.77372 -37.39674 9.16338
C 23.53842 -36.26820 9.49097
O 24.42368 -35.26242 9.38954
C 23.87329 -34.06127 9.96662
C 22.37051 -34.25471 9.90667
C 22.24449 -35.76418 10.11545
H 24.31171 -33.19118 9.48391
H 24.16354 -33.97571 11.01986
H 21.94514 -33.99215 8.93605
H 21.89991 -33.63639 10.67082
H 21.32424 -36.16863 9.70878
H 22.27639 -35.97939 11.18702
O 28.47830 -35.06588 8.72328
C 28.33768 -35.16057 9.91287
O 27.49618 -36.04535 10.46474
C 27.55562 -36.00341 11.90014
C 28.81770 -35.18995 12.24023
C 29.07994 -34.38238 10.98060
H 27.64308 -37.01675 12.28826
H 26.65709 -35.57516 12.34723
H 29.61610 -35.86459 12.54104
H 28.55728 -34.59815 13.11808
H 30.14966 -34.38286 10.76796
H 28.84815 -33.33246 11.10793
O 22.51614 -25.94131 17.04555
C 22.94708 -26.48222 16.07891
O 23.34084 -27.79190 16.09209
C 24.11722 -28.06891 14.90853
C 23.57313 -27.11825 13.87038
C 23.15851 -25.89753 14.67458
H 23.97568 -29.08182 14.54945
H 25.16816 -27.87620 15.11207
H 22.63861 -27.53957 13.48283
H 24.22476 -26.90954 13.02597
H 22.22766 -25.44706 14.34289
H 23.95720 -25.15697 14.74327
O 31.50829 -32.08478 9.97466
C 30.70677 -31.64999 9.18825
O 31.07926 -31.12973 8.01153
C 29.93491 -30.64522 7.28779
C 28.85969 -30.42166 8.35567
C 29.24386 -31.40974 9.44658
H 29.63171 -31.43943 6.59659
H 30.22121 -29.80354 6.66133
H 27.86774 -30.55799 7.92590
H 28.91762 -29.40662 8.75189
H 28.77150 -32.38536 9.31475
H 28.96316 -30.94046 10.38658
O 30.74659 -31.00708 17.42952
C 30.37436 -30.02687 16.84361
O 29.31939 -30.02203 16.01607
C 29.29067 -28.80744 15.21828
C 29.92721 -27.78408 16.15283
C 30.96379 -28.62529 16.92094
H 28.26761 -28.46677 15.06035
H 29.66564 -29.07104 14.23192
H 29.27228 -27.33158 16.89062
H 30.47514 -27.03161 15.58225
H 31.01309 -28.37717 17.98123
H 31.97514 -28.59941 16.51927
O 27.88489 -23.50216 8.75662
C 27.91424 -24.60755 9.24906
O 26.79717 -25.16994 9.72645
C 27.05681 -26.47031 10.35089
C 28.57659 -26.62567 10.33947
C 29.07873 -25.56203 9.35129
H 26.48746 -27.21015 9.79588
H 26.67809 -26.42825 11.36749
H 28.79580 -27.63741 10.00336
H 28.93459 -26.52628 11.36174
H 29.23077 -26.05427 8.39094
H 30.00048 -25.08549 9.66905
O 28.78208 -35.13071 15.95585
C 28.18436 -34.16147 16.34622
O 27.84508 -33.99339 17.62559
C 27.14521 -32.74377 17.76503
C 26.55495 -32.47468 16.36441
C 27.71260 -33.00263 15.51100
H 27.80517 -31.94698 18.10193
H 26.31646 -32.86088 18.46338
H 26.46775 -31.38802 16.30791
H 25.59131 -32.94788 16.20564
H 28.56775 -32.34534 15.35052
H 27.34086 -33.29440 14.53323
O 22.94933 -33.05473 16.80411
C 22.32087 -33.39470 15.84351
O 21.19483 -34.11966 15.96599
C 20.57897 -34.37372 14.69352
C 21.62044 -34.01341 13.65744
C 22.57798 -33.07145 14.38577
H 19.69436 -33.73111 14.67379
H 20.22983 -35.40151 14.61126
H 21.16925 -33.66692 12.73020
H 22.21005 -34.90306 13.41522
H 22.38851 -32.03066 14.11895
H 23.61840 -33.25911 14.12836
*
```

Summary:
relative energy (zero: lowest compared OMol25 entry of this formula, charge and spin): 72.30 kJ/mol
frontier orbital gap: 9.50 eV

---

# 3
ORCA calculation (ωB97M-V/def2-TZVPD) on a molecular structure, C37H55BrN2O2SiY.

```
! RIJCOSX wB97M-V def2-TZVPD def2/J DEFGRID3
* xyz -1 1
Y -0.95965 -0.60139 1.22197
C -3.00490 -3.33680 0.16689
N -1.71088 -2.97103 0.73178
C -0.87107 -3.87486 1.07023
C 0.40365 -3.52794 1.63757
C 1.42528 -4.36759 2.07068
C 2.43288 -3.52543 2.57449
C 1.95442 -2.22320 2.41646
N 0.73092 -2.21315 1.85084
C -3.62592 -4.56908 0.77465
C -3.89667 -5.70535 0.02597
C -4.47106 -6.82860 0.61829
C -4.77190 -6.81847 1.97066
C -4.49889 -5.68268 2.72937
C -3.93011 -4.56650 2.13613
H -2.91940 -3.44304 -0.91914
H -3.67008 -2.49083 0.34840
H -1.09819 -4.93788 0.96226
H 1.42201 -5.44783 2.02970
H 3.37765 -3.81501 3.00978
H 2.44050 -1.29841 2.69902
H -3.65368 -5.71405 -1.03194
H -4.67562 -7.71014 0.02186
H -5.21438 -7.69147 2.43621
H -4.72950 -5.66886 3.78788
H -3.70353 -3.67782 2.72086
C -2.62570 -0.30682 -3.11096
C -2.19257 0.23844 -1.77035
O -1.71518 -0.57893 -0.98018
C -2.33563 1.64789 -1.47954
C -3.04281 2.47178 -2.38703
C -3.23347 3.80549 -2.16577
C -2.70356 4.37543 -0.98248
C -2.00004 3.62751 -0.08901
C -1.76499 2.22805 -0.29714
O -1.05858 1.58487 0.53660
H -2.35119 -1.35711 -3.14946
H -2.15200 0.23024 -3.93499
H -3.70667 -0.21539 -3.23228
H -3.45824 2.03045 -3.28500
H -3.79080 4.40585 -2.87130
H -2.86137 5.42866 -0.78024
H -1.59279 4.05838 0.81700
C 4.99911 0.10155 0.41886
C 4.53940 1.49476 -0.05170
C 4.07958 2.24555 1.21198
C 5.76577 2.23087 -0.61744
Si 3.11812 1.36783 -1.33852
Br 1.57931 0.10068 -0.29787
C 3.54324 0.33015 -2.89881
C 4.16921 -1.02263 -2.51065
C 2.27862 0.00405 -3.71803
C 4.52919 1.05957 -3.82551
C 2.15300 2.99383 -1.68231
C 1.48985 3.54210 -0.40219
C 3.05831 4.09169 -2.26062
C 1.00303 2.75440 -2.67730
H 5.67171 0.23845 1.27417
H 5.56195 -0.43304 -0.34268
H 4.17443 -0.53409 0.75132
H 4.82661 2.08204 1.99753
H 3.11887 1.89427 1.59515
H 4.01587 3.32005 1.05258
H 6.53582 2.28690 0.16261
H 5.54021 3.25481 -0.92279
H 6.20990 1.71186 -1.46943
H 3.59216 -1.55893 -1.75369
H 5.19129 -0.91830 -2.15283
H 4.20778 -1.65150 -3.40828
H 1.45965 -0.37620 -3.10263
H 2.53413 -0.77492 -4.44666
H 1.91690 0.86088 -4.28141
H 5.48607 1.26444 -3.34236
H 4.12999 2.00370 -4.20322
H 4.73514 0.42308 -4.69578
H 2.20596 3.95549 0.30232
H 0.87796 2.79646 0.11056
H 0.81915 4.35846 -0.69615
H 3.85930 4.37794 -1.57518
H 2.45293 4.98880 -2.44298
H 3.51054 3.80767 -3.21411
H 0.37783 1.90430 -2.39948
H 1.35434 2.61315 -3.69802
H 0.35721 3.64055 -2.67763
C -3.89352 0.20796 4.83818
C -3.19038 0.64386 3.54610
C -2.59663 2.04509 3.79981
C -4.28174 0.81553 2.47108
C -2.10602 -0.36975 3.11700
H -4.66357 0.92663 5.16002
H -3.16036 0.10555 5.64433
H -4.37300 -0.76560 4.69215
H -3.37746 2.79372 4.01994
H -2.02564 2.37676 2.92914
H -1.90589 2.00323 4.64629
H -5.04332 1.56057 2.75710
H -4.77356 -0.14254 2.28833
H -3.83340 1.14425 1.52557
H -2.00123 -1.14339 3.89536
*
```

Summary:
relative energy (zero: lowest compared OMol25 entry of this formula, charge and spin): 0.00 kJ/mol
frontier orbital gap: 3.74 eV

---

Calculated E in order - -216038.007, -101235.184, -125304.182 eV
Calculated F_max in order - 0.01334, 0.05784, 0.03086 Eh/bohr
Calculated E_LUMO in order - -0.82, 1.60, 2.22 eV